The following is a quantum chemistry calculation of C4H8N2 in the gas phase in a non-equilibrium geometry, from OMol25.

The geometry in XYZ format:
```
14
Properties=species:S:1:pos:R:3:forces:R:3
C 0.427487 -1.338527 -0.324320 0.0 -0.2 -0.1
N -0.276296 -0.082100 -0.514798 0.2 -0.1 -0.1
C 0.671111 0.926412 -0.965343 0.1 0.1 -0.1
C -1.211717 0.251983 0.521541 -0.2 0.0 0.1
C -0.579252 0.519947 1.842299 0.8 0.1 0.8
N 0.058757 0.684326 2.794680 -0.8 -0.1 -0.9
H 0.702216 -1.716359 -1.315548 0.0 -0.1 0.2
H -0.208158 -2.078010 0.173151 0.0 0.1 -0.2
H 1.355651 -1.227604 0.268069 -0.3 0.0 0.0
H 1.603522 0.952699 -0.368775 -0.3 0.0 0.0
H 0.248267 1.936198 -0.981433 -0.1 -0.3 0.0
H 0.950676 0.652804 -1.990062 0.1 0.2 0.1
H -1.908318 -0.588219 0.630160 0.2 0.1 0.1
H -1.833949 1.106449 0.230378 0.3 0.0 0.1
```
Positions in Å, forces in eV/Å.

Values from the calculation:
**Net charge**: 0
**SMILES**: CN(C)CC#N
**Gap between HOMO and LUMO**: 10.03 eV
**2S+1**: 1
**Largest force on an atom**: 1.18 eV Å⁻¹
**ΔE to the lowest compared entry with this formula, charge and spin**: 0.885 eV

The following is a quantum chemistry calculation of a gas-phase ion, C5H6N (charge +1) in a non-equilibrium geometry, from OMol25.

The geometry in XYZ format:
```
12
Properties=species:S:1:pos:R:3:forces:R:3
C -1.627479 -0.442104 0.141236 0.2 3.9 2.5
C -1.350967 0.814501 1.080102 -2.8 0.8 -4.0
C 0.947505 0.587259 -0.087263 -4.2 -1.3 0.6
C 1.175953 -0.631937 -0.907505 3.8 -1.5 -0.7
C -0.157957 1.031312 0.414781 3.7 -2.5 -1.5
N -1.272466 -1.398196 -0.352070 -0.6 -2.4 -1.3
H -1.956766 1.676416 0.844637 -1.2 -0.2 0.4
H -1.451832 0.430642 2.006945 0.3 -0.9 3.4
H 1.837158 0.883534 0.210056 4.2 2.6 1.6
H 2.339605 -0.960967 -0.921654 -2.6 1.5 -0.4
H 0.763280 -0.437785 -1.864550 0.0 0.0 -1.3
H 0.753967 -1.552675 -0.564714 -0.8 -0.1 0.8
```
Positions in Å, forces in eV/Å.

Values from the calculation:
**Net charge**: +1
**Gap between HOMO and LUMO**: 9.06 eV
**2S+1**: 1
**Largest force on an atom**: 5.16 eV Å⁻¹
**ΔE to the lowest compared entry with this formula, charge and spin**: 6.107 eV

The following is a quantum chemistry calculation of 4 unconnected molecules or ions with the total composition C48H38O7P, from OMol25.

The geometry in XYZ format:
```
94
Properties=species:S:1:pos:R:3:forces:R:3
C 11.868383 1.832341 -2.866613 -0.5 0.0 0.1
C 11.401145 2.926614 -2.617523 0.2 -0.2 -0.1
P 10.234509 4.440877 -2.309865 0.2 0.1 0.2
C 9.021924 5.880639 -2.025240 0.1 0.1 -0.1
O 8.209086 5.831752 -0.847353 -0.1 0.1 -0.1
C 7.230518 4.814050 -0.758341 0.0 -0.2 0.1
C 6.756886 4.182500 -2.061740 -0.1 0.0 0.0
C 5.745434 3.075432 -1.768210 0.0 0.0 0.1
H 11.985020 0.794466 -3.074334 0.4 0.0 0.0
H 11.081562 4.889511 -1.202220 -0.1 0.0 0.0
H 9.498890 3.557459 -1.383189 0.0 0.0 -0.1
H 9.444996 3.903629 -3.448731 0.0 0.0 0.0
H 11.000472 5.273462 -3.250938 -0.1 0.0 0.0
H 8.405229 6.052312 -2.925574 0.0 -0.1 0.1
H 9.651133 6.769779 -1.889258 -0.1 -0.1 0.0
H 6.356712 5.260010 -0.256325 0.1 0.0 0.0
H 7.598617 4.011339 -0.100831 0.0 0.1 -0.1
H 7.605209 3.759304 -2.610563 -0.1 0.1 0.1
H 6.294766 4.945023 -2.703369 0.1 -0.1 0.1
H 5.340885 2.650834 -2.692490 0.0 0.1 0.1
H 6.226146 2.259025 -1.214824 -0.1 0.1 0.0
H 4.912962 3.444808 -1.154843 0.1 0.0 -0.1
C 2.725167 -3.525287 -1.784274 0.0 0.0 0.0
C 2.420837 -2.943773 -3.010886 0.0 0.0 0.0
C 3.282931 -2.017104 -3.572085 -0.1 0.0 0.0
C 4.448428 -1.657377 -2.904681 0.0 0.0 0.0
C 4.748045 -2.232719 -1.670991 0.0 0.0 0.0
C 3.885477 -3.171938 -1.117114 -0.1 0.0 0.0
C 5.978886 -1.844241 -0.914221 0.0 0.0 0.0
O 6.229910 -2.364177 0.154664 0.0 0.0 0.0
C 6.853742 -0.805862 -1.512549 -0.1 0.0 0.0
C 7.978246 -0.386387 -0.809522 0.0 0.1 0.0
C 8.809390 0.584226 -1.344142 0.0 -0.1 0.1
C 8.530614 1.136522 -2.588527 0.0 0.1 -0.1
C 7.412171 0.723661 -3.295233 0.1 -0.1 0.0
C 6.567437 -0.244254 -2.763305 0.0 -0.1 0.0
C 5.362819 -0.651300 -3.531594 0.0 0.0 0.1
O 5.108638 -0.192404 -4.625917 0.0 0.0 0.0
H 2.046584 -4.245764 -1.345233 0.0 0.0 0.0
H 1.503580 -3.210084 -3.520216 0.0 0.0 0.0
H 3.065941 -1.553960 -4.525042 0.0 0.0 0.0
H 4.136644 -3.606639 -0.159076 0.0 0.0 0.0
H 8.182527 -0.825477 0.157627 0.0 0.0 0.0
H 9.680306 0.929822 -0.802358 0.0 0.0 0.0
H 9.188200 1.900695 -2.984963 0.0 0.0 0.0
H 7.177800 1.153091 -4.259799 0.0 0.0 0.0
C -5.129348 -4.393760 -1.069535 0.0 0.0 0.0
C -5.934116 -3.761773 -0.128063 0.0 0.0 0.0
C -5.441612 -2.692618 0.599992 -0.1 0.0 0.0
C -4.140303 -2.250935 0.393369 0.0 0.0 0.0
C -3.328959 -2.893428 -0.543342 0.0 0.0 0.0
C -3.830199 -3.962010 -1.276555 0.0 0.0 0.0
C -1.918653 -2.461684 -0.771391 0.0 0.0 0.0
O -1.223826 -3.009362 -1.600203 0.0 0.0 0.0
C -1.398954 -1.335635 0.055877 0.0 0.0 0.0
C -0.074815 -0.941951 -0.095530 0.1 0.0 0.0
C 0.424827 0.109365 0.654880 0.0 0.0 0.0
C -0.396691 0.776539 1.556108 0.0 0.0 0.0
C -1.715624 0.386527 1.714685 0.0 0.0 0.0
C -2.221012 -0.672945 0.970785 0.0 0.0 0.0
C -3.637975 -1.084752 1.176273 0.0 0.0 0.0
O -4.358920 -0.494438 1.954235 -0.1 0.0 0.1
H -5.517500 -5.226328 -1.641887 0.0 0.0 0.0
H -6.948492 -4.099790 0.038691 0.0 0.0 0.0
H -6.063912 -2.191764 1.328989 0.0 0.0 0.0
H -3.188496 -4.442838 -2.002100 0.0 0.0 0.0
H 0.561076 -1.460676 -0.801169 -0.1 0.0 0.0
H 1.457611 0.410000 0.536688 0.0 0.0 0.0
H -0.004024 1.600711 2.136970 0.0 0.0 0.0
H -2.367557 0.891620 2.413925 0.0 0.0 0.0
C -13.012398 -3.305846 2.420212 0.0 0.0 0.0
C -13.817639 -2.657252 3.350276 0.0 0.0 0.0
C -13.314373 -1.599761 4.088072 0.0 0.0 0.0
C -11.999894 -1.188324 3.903221 0.0 0.0 0.0
C -11.189229 -1.844651 2.976635 0.0 0.0 0.0
C -11.701971 -2.901194 2.233409 0.0 0.0 0.0
C -9.767498 -1.439425 2.769426 0.0 0.0 0.0
O -9.072180 -2.001732 1.950303 0.1 0.0 0.0
C -9.238406 -0.324234 3.604455 0.0 0.0 0.0
C -7.906616 0.047898 3.466874 0.1 0.0 0.0
C -7.396022 1.086908 4.225871 0.0 0.0 0.0
C -8.214934 1.763425 5.122821 0.0 0.0 0.0
C -9.542307 1.396422 5.267111 0.0 0.0 0.0
C -10.058482 0.349729 4.512964 0.0 0.0 0.0
C -11.485333 -0.036624 4.701466 0.0 0.0 0.0
O -12.204695 0.557929 5.475268 0.0 0.0 0.0
H -13.409721 -4.129231 1.841159 0.0 0.0 0.0
H -14.840497 -2.978443 3.497754 0.0 0.0 0.0
H -13.926740 -1.079656 4.811815 0.0 0.0 0.0
H -11.060456 -3.394081 1.515970 0.0 0.0 0.0
H -7.273755 -0.479001 2.765596 0.0 0.0 0.0
H -6.356815 1.367258 4.115219 0.0 0.0 0.0
H -7.814518 2.577979 5.712142 0.0 0.0 0.0
H -10.192824 1.909390 5.962071 0.0 0.0 0.0
```
Positions in Å, forces in eV/Å.

Values from the calculation:
**Net charge**: -1
**Gap between HOMO and LUMO**: 3.80 eV
**2S+1**: 1
**Largest force on an atom**: 0.49 eV Å⁻¹
**ΔE to the lowest compared entry with this formula, charge and spin**: 0.000 eV

The following is a quantum chemistry calculation of 3 unconnected molecules or ions with the total composition C3H4INO in a non-equilibrium geometry, from OMol25.

The geometry in XYZ format:
```
10
Properties=species:S:1:pos:R:3:forces:R:3
C 1.200219 -0.034829 -0.435716 0.1 -4.4 2.2
C -1.471060 2.513615 -0.610720 -0.3 1.1 -0.1
C 1.242574 -1.448999 0.233534 0.5 2.5 -3.5
N 0.758352 0.934495 -0.809926 0.0 2.5 -1.2
O -1.773667 3.275712 0.167913 0.2 -0.1 -0.2
I -2.484626 -0.103145 0.305650 -4.5 -1.1 0.7
H -1.035840 0.004122 0.155619 3.9 0.4 -0.4
H 2.176680 -1.900256 -0.073991 0.0 -0.4 0.6
H 0.370917 -1.930554 -0.160342 -0.2 -0.6 -0.6
H 1.016450 -1.310161 1.227979 0.3 0.2 2.4
```
Positions in Å, forces in eV/Å.

Values from the calculation:
**Net charge**: 0
**Gap between HOMO and LUMO**: 10.17 eV
**2S+1**: 1
**Largest force on an atom**: 4.93 eV Å⁻¹
**ΔE to the lowest compared entry with this formula, charge and spin**: 1.320 eV

The following is a quantum chemistry calculation of a molecular structure, C12H27CdN7S, from OMol25.

The geometry in XYZ format:
```
48
Properties=species:S:1:pos:R:3:forces:R:3
Cd 0.645358 0.655271 -0.509188 -0.1 -0.2 0.3
N 0.529258 1.025771 1.819012 0.0 -0.3 0.3
C 1.035858 2.356771 2.180712 -0.1 0.4 -0.1
C 0.621558 3.387771 1.125612 0.1 -0.1 0.5
N 1.023658 2.996471 -0.230688 -0.3 0.3 -0.5
C 2.394458 3.364071 -0.607388 0.4 -0.2 0.0
C 3.407158 2.268471 -0.259188 -0.1 0.5 0.0
N 2.988258 0.989271 -0.846688 0.1 -0.2 -0.2
H -0.443442 0.943571 2.116712 0.2 -0.1 -0.1
H 1.045258 0.309171 2.326912 -0.2 0.0 0.0
H 2.123058 2.311671 2.250512 -0.1 0.0 0.1
H 0.650458 2.681671 3.153412 0.1 0.0 -0.1
H 1.060658 4.353371 1.400712 -0.1 0.0 -0.1
H -0.467442 3.482771 1.144712 0.1 0.1 0.0
H 0.397258 3.453871 -0.887188 0.1 0.0 0.2
H 2.702158 4.293371 -0.113788 -0.1 0.0 -0.2
H 2.415458 3.521171 -1.689288 0.0 0.1 0.1
H 3.472558 2.153171 0.823112 0.1 -0.1 -0.1
H 4.391958 2.575871 -0.629088 -0.1 0.0 0.2
H 3.509558 0.230771 -0.410788 -0.2 -0.1 -0.2
H 3.246158 0.981071 -1.833888 -0.1 -0.1 0.2
N -5.761242 0.913571 -0.242788 -0.3 0.1 -0.1
C -4.442242 0.860471 -0.427488 0.5 -0.1 0.0
C -3.691442 1.981171 -0.838788 0.0 0.0 0.0
C -2.330442 1.883471 -0.960688 -0.1 0.1 0.0
N -1.629142 0.762571 -0.714588 0.3 -0.1 -0.2
C -2.345042 -0.316629 -0.352088 -0.1 -0.2 0.1
C -3.706242 -0.320629 -0.195988 0.0 0.1 0.0
H -6.281242 1.749371 -0.452188 0.0 -0.1 0.0
H -6.278742 0.091871 0.019312 0.0 0.1 0.0
H -4.183042 2.916771 -1.051988 0.0 0.1 0.0
H -1.762742 2.750871 -1.268488 0.0 0.1 -0.1
H -1.777942 -1.221529 -0.167688 0.0 0.0 0.0
H -4.215442 -1.221929 0.109212 0.0 -0.1 0.0
C 0.685258 -4.137829 1.944312 0.0 0.2 0.5
N 0.694958 -4.351429 0.516212 0.0 -0.3 -0.5
C 0.941958 -3.398429 -0.371988 0.0 -0.1 -0.3
S 1.290358 -1.825529 0.198212 0.1 0.6 0.1
N 0.982258 -3.703629 -1.668888 0.0 0.1 0.0
C 0.852358 -5.053729 -2.187588 -0.1 -0.2 0.0
H 0.707058 -5.097029 2.452312 0.0 -0.1 -0.1
H -0.209242 -3.588829 2.249012 0.1 -0.1 0.0
H 1.563358 -3.559029 2.233812 -0.1 -0.1 0.1
H 0.494058 -5.283329 0.180012 0.1 0.1 0.0
H 1.182358 -2.959429 -2.320288 0.0 -0.1 0.3
H 1.567158 -5.731729 -1.712388 0.0 0.1 0.0
H 1.066258 -5.042229 -3.251788 0.0 0.0 0.0
H -0.162442 -5.432629 -2.040988 0.0 0.0 0.0
```
Positions in Å, forces in eV/Å.

Values from the calculation:
**Net charge**: +2
**Gap between HOMO and LUMO**: 8.99 eV
**2S+1**: 1
**Largest force on an atom**: 0.65 eV Å⁻¹

The following is a quantum chemistry calculation of C5H10BNO3 in the gas phase in a non-equilibrium geometry, from OMol25.

The geometry in XYZ format:
```
20
Properties=species:S:1:pos:R:3:forces:R:3
B -0.592139 -2.102175 0.286742 0.9 1.0 0.2
C -0.746038 0.433890 0.871999 2.0 1.2 -2.7
C -0.527717 1.453459 -0.007620 -1.5 0.6 2.7
C 0.229394 -0.677717 0.435671 -1.0 -0.7 1.3
C -0.997281 2.907182 0.028559 1.7 -0.1 0.9
C 2.202091 -0.231681 -0.877143 -0.3 0.7 0.6
N 0.742454 -0.225335 -0.833120 0.3 1.8 -1.7
O 0.382786 1.256948 -0.941575 0.8 -1.5 -0.7
O -1.925796 -2.000010 0.407063 -1.0 0.7 0.1
O 0.142081 -3.229295 0.118372 -0.7 -1.5 -0.4
H -1.461031 0.413463 1.643204 -0.5 -0.1 0.7
H 1.155149 -0.757787 1.043048 -0.8 -0.2 0.8
H -0.132933 3.539543 0.376932 -0.6 -0.7 -0.3
H -1.786355 3.161510 0.714090 -0.5 -0.5 0.2
H -1.226474 3.281467 -0.936910 -0.4 0.1 -1.0
H 2.573656 0.065579 -1.843281 -0.1 -0.3 -0.5
H 2.712658 0.465623 -0.166179 -0.7 -0.5 0.0
H 2.424140 -1.247074 -0.603956 0.7 -0.5 -0.2
H -2.751309 -2.475899 0.307736 0.7 -0.5 -0.1
H -0.417336 -4.031690 -0.023632 0.8 0.9 0.2
```
Positions in Å, forces in eV/Å.

Values from the calculation:
**Net charge**: 0
**SMILES**: CC1=C[C@@H](B(O)O)N(C)O1
**Gap between HOMO and LUMO**: 7.73 eV
**2S+1**: 1
**Largest force on an atom**: 3.50 eV Å⁻¹
**ΔE to the lowest compared entry with this formula, charge and spin**: 2.214 eV